Below is a structure of composition C6H10I2O6 at a distorted geometry, with properties calculated with ωB97M-V/def2-TZVPD.

Geometry as XYZ:
```
24
Properties=species:S:1:pos:R:3:mulliken_charge:R:1
C -2.491 -0.090 1.747 -0.05
H 4.210 -0.849 -1.984 0.47
C -1.006 0.036 -0.196 0.11
I 3.366 -1.767 0.738 0.10
O -2.807 -1.045 2.360 -0.47
O 3.240 -0.539 -1.936 -0.44
C -1.043 0.166 1.317 -0.09
C 0.467 -0.378 -0.698 -0.53
H -0.711 -1.379 2.490 0.40
O -1.491 1.277 -0.717 -0.55
H 0.982 -1.081 -2.632 0.37
C 1.523 0.625 -0.306 0.04
H -0.825 1.179 1.561 0.40
O 0.324 -0.418 -2.116 -0.60
O -0.222 -0.697 1.994 -0.66
H -1.040 1.408 -1.482 0.39
H -1.608 -0.790 -0.667 0.40
O 1.504 1.018 0.991 -0.58
C 3.050 -0.094 -0.678 -0.45
H 1.547 1.436 -0.998 0.53
H -3.274 0.705 1.375 0.30
H 1.009 0.428 1.540 0.50
H 0.533 -1.410 -0.300 0.37
I 4.492 1.534 0.001 0.05
```

- Gap between HOMO and LUMO: 8.698 eV
- E_HOMO: -9.07 eV
- E: -1281.37155 hartree